# C40H47F3GeIIrN5O2P2

A molecular structure, C40H47F3GeIIrN5O2P2 (the ωB97M-V functional and the def2-TZVPD basis, OMol25).

Output
* E: -5437.9116 hartree
* ΔE to the lowest compared entry with this formula, charge and spin: 28.7 kJ/mol
* frontier orbital gap: 7.96 eV
* net charge: +1

Geometry (Å):
1 P -1.8692 2.5855 -1.2692
2 H 2.7956 -2.9940 -0.3071
3 H -6.1582 0.9312 -2.8975
4 C -3.4740 2.9677 5.7320
5 F -0.2632 -4.0513 -5.5501
6 H -0.4505 -0.2509 -2.6370
7 C -6.0312 -2.6418 2.2170
8 H -2.1642 -0.0218 2.8042
9 P -1.3086 2.7062 1.7109
10 O -1.2408 1.2301 -1.2700
11 N -3.0599 -1.9458 2.5044
12 C -0.7534 3.9118 -1.7065
13 I 2.2858 0.6938 -0.8113
14 H 0.6978 2.5330 -2.4760
15 C -5.3944 1.6876 -3.0203
16 H -5.9651 -3.6896 2.5123
17 H -0.3923 7.2787 -1.6178
18 C -3.4219 3.6241 -3.3552
19 C 1.1231 -0.8688 1.8198
20 C -0.3322 -2.2201 -3.5170
21 H -6.5500 0.0379 2.7198
22 H 4.1143 -2.7200 0.8017
23 H 0.9924 -4.6538 3.2989
24 H 3.1314 4.5148 0.8237
25 C -2.1588 2.5238 5.6460
26 H -0.6077 -1.8869 -4.5066
27 F 0.9594 -5.3719 -4.3465
28 N -1.6352 -1.2026 1.1034
29 C 3.1493 -3.2179 0.6959
30 H -4.1811 0.9346 -1.4240
31 H 1.7648 6.6715 -2.6600
32 C 1.7903 6.0262 1.5518
33 H 2.3055 4.2961 -3.0997
34 C -4.1599 3.3453 4.5876
35 H -2.8770 4.0254 0.4000
36 N -2.0496 -2.4310 0.7226
37 H 0.6282 -3.1881 0.0219
38 C -0.1032 4.0161 1.6696
39 H -3.6122 -1.4660 4.4219
40 C -5.5166 2.6475 -4.0190
41 C -0.1560 6.2401 -1.8087
42 H -2.0069 5.5339 -1.0143
43 C 0.3778 -2.9481 -0.9944
44 F -1.1907 -5.3889 -4.1247
45 H -2.6502 4.3692 -3.4987
46 C -3.3003 2.6718 -2.3475
47 H 2.5322 6.8130 1.5083
48 H -3.3712 2.3304 0.5725
49 C 0.3326 -3.9146 -1.9748
50 H -1.4448 5.5340 2.4152
51 H -6.3793 2.6375 -4.6721
52 H -4.9909 -0.0825 1.9155
53 C -4.2888 1.6971 -2.1881
54 O -0.7082 1.3304 1.6128
55 C -0.0355 -3.5435 -3.2567
56 H 3.9618 -1.6431 3.4307
57 C 0.5962 -3.9155 2.6007
58 C 0.4566 3.5723 -2.3013
59 N -2.9094 -2.8781 1.5529
60 C 1.3618 4.5672 -2.6450
61 H -5.9794 -1.8527 4.2054
62 C -0.1298 -4.5935 -4.3350
63 H 1.4420 2.7134 0.9260
64 C -4.5336 3.6100 -4.1874
65 C 0.5046 6.3160 1.9959
66 H -0.2525 -3.4226 3.0796
67 C 3.1705 -2.3488 3.6855
68 H 3.6336 -3.2971 3.9617
69 H -4.6261 4.3492 -4.9719
70 C 1.0573 5.8958 -2.3966
71 H 0.2484 7.3221 2.3005
72 C -2.2197 2.8335 3.2559
73 C -3.5362 3.2765 3.3482
74 H 0.2258 -4.4527 1.7261
75 Ir 0.0362 -0.2357 0.1941
76 Ge 1.9855 -2.5956 2.1506
77 C -1.5298 2.4614 4.4138
78 H -0.4995 2.1297 4.3442
79 H 1.9284 -0.1378 1.9272
80 C 1.1853 3.7218 1.2311
81 H -4.0843 3.5745 2.4634
82 H 0.5814 -4.9378 -1.7299
83 H -1.6215 2.2400 6.5413
84 H -5.1818 3.6941 4.6568
85 N 0.0856 -1.6645 -1.2416
86 H -5.0738 0.4022 3.6185
87 H 2.6332 -1.9649 4.5537
88 C -5.5102 -0.2564 2.8635
89 C -1.0623 5.2527 -1.4664
90 H -5.5252 -2.5341 1.2562
91 C -0.2514 -1.3032 -2.4875
92 C -2.5203 2.9932 0.3913
93 C -2.2670 -0.9179 2.2203
94 C -0.4455 5.3121 2.0545
95 H 3.3135 -4.2940 0.7806
96 H 0.3999 -0.6904 2.6231
97 H -3.9622 3.0234 6.6962
98 C -5.4231 -1.7236 3.2721
99 H -3.9073 -3.1456 3.9492
100 C 2.1304 4.7365 1.1697
101 H -7.0831 -2.3968 2.0690
102 C -3.9855 -2.1096 3.6251

# C40H47IrN8P2S3Si

A molecular structure, C40H47IrN8P2S3Si (the ωB97M-V functional and the def2-TZVPD basis, OMol25).

Output
* E: -4261.4303 hartree
* ΔE to the lowest compared entry with this formula, charge and spin: 297.2 kJ/mol
* ⟨S²⟩: 0.77
* 2S+1: 2
* frontier orbital gap (spin up / spin down): 5.93 / 5.74 eV
* net charge: +1

Geometry (Å):
1 H 4.6037 3.9661 5.6140
2 C 0.6354 4.2780 -2.6261
3 P 1.6880 -0.3712 -0.1243
4 C 3.5583 3.6652 3.7954
5 C 1.5391 3.7448 -1.5155
6 C 3.3410 -0.9808 -0.9005
7 C -1.7649 -1.7722 -2.4093
8 H 1.4225 5.6980 -0.5393
9 N -1.5878 -2.4574 -3.5562
10 H 0.3868 2.0896 2.9997
11 H 1.2316 4.9659 -3.2304
12 H -0.8702 4.5849 -0.0077
13 C 3.0982 2.7081 2.8561
14 N 2.9610 0.4161 2.1483
15 C 2.6144 2.8651 -2.1239
16 H 3.4326 2.6978 -1.4248
17 C 3.3815 1.3433 3.0477
18 C 0.0805 -1.0796 -3.2746
19 P 0.6084 2.7094 -0.2435
20 C -3.0872 -2.9776 5.2827
21 C 1.2976 -1.8387 0.8785
22 H 4.2997 -0.1251 4.3292
23 H 2.7086 4.6741 0.1090
24 N -0.7704 -0.9373 -2.2050
25 C -1.9419 -4.5363 -4.7648
26 H -4.9129 -0.7226 3.6551
27 C -1.4643 -0.4593 2.1051
28 N 2.3208 3.1119 1.8180
29 H -0.8727 -4.6412 -4.8873
30 H 0.2550 -1.8339 1.1633
31 C 4.2521 3.2457 4.8880
32 C -4.7586 -1.6413 3.0860
33 H 5.2093 -0.2690 -1.6327
34 H -0.0628 1.1660 5.2430
35 N -0.6619 0.6033 1.9988
36 H 5.0687 -2.0433 -0.2608
37 H -0.2195 4.8387 -2.2462
38 H 3.8586 0.7074 -2.1740
39 H 4.1789 -1.3552 1.0983
40 C -2.7748 -3.8740 2.4139
41 H -5.7558 -4.2003 -4.2481
42 C -2.3533 2.9536 -2.2387
43 H 0.9547 -0.4685 -3.3792
44 C 4.0693 -1.8495 0.1350
45 C -3.8510 3.9817 -0.6267
46 H 3.5853 -2.8095 0.2894
47 H -3.8362 -3.7565 5.4412
48 Ir -0.5920 0.6964 -0.5272
49 H -4.2397 -2.4574 -3.3764
50 C 4.0986 0.9294 4.1984
51 C 1.8998 2.1999 0.9809
52 H 2.8779 5.4045 -1.4862
53 H -1.7914 -4.3022 2.6212
54 C 4.5180 1.8639 5.0948
55 C 3.0306 -1.8340 -2.1308
56 C -4.1692 -5.3771 -5.0834
57 H -2.1133 -3.4025 5.5379
58 H 2.2055 1.8995 -2.4316
59 H 2.7030 -1.2246 -2.9655
60 S -1.9568 -1.0493 0.5376
61 N -5.7652 -7.1881 -6.0279
62 C -3.8359 -3.3204 -3.8882
63 H 3.0244 3.3505 -3.0120
64 C -0.2946 3.9699 0.6844
65 H 4.4592 0.8597 -0.5120
66 C -1.8363 -1.0399 3.3339
67 H 0.4318 4.5845 1.2124
68 H -0.9813 3.5126 1.3883
69 C -4.6876 -4.2902 -4.3872
70 C 2.1679 4.9463 -0.7941
71 H 5.0612 1.5580 5.9787
72 C -2.7965 -5.4981 -5.2740
73 H -3.5224 -4.6478 2.6070
74 C -2.9029 2.9726 -1.0188
75 H 0.2715 3.4939 -3.2773
76 C -1.2828 -0.4471 4.4560
77 H -4.7961 -1.3899 2.0236
78 C 4.2536 0.1616 -1.3256
79 H -2.8202 -3.6204 1.3551
80 H -5.5909 -2.3151 3.3003
81 H 2.2681 -2.5921 -1.9406
82 H 3.3313 4.7087 3.6241
83 C -0.4639 0.6833 4.3633
84 S -1.3418 1.6522 -2.6732
85 C -0.1921 1.1843 3.1187
86 H 3.9429 -2.3506 -2.4380
87 C -0.4059 -2.0237 -4.1171
88 C -2.4699 -3.4542 -4.0796
89 S -2.4891 1.8091 0.1485
90 N -2.7470 4.8542 -3.9496
91 H -0.0456 -2.3960 -5.0587
92 C -2.5849 4.0048 -3.1918
93 C -5.0595 -6.3854 -5.6101
94 N -4.5936 4.7846 -0.2751
95 C 2.2608 0.8355 1.1280
96 H -1.4849 -0.8651 5.4345
97 H 1.9359 -1.8600 1.7599
98 Si -3.1328 -2.4217 3.5122
99 H -2.6111 -1.9248 -1.7626
100 H -2.4010 -6.3502 -5.8087
101 H -3.3057 -2.1727 5.9867
102 H 1.4661 -2.7339 0.2807

# C40H48F5N6O3W

A molecular structure, C40H48F5N6O3W (the ωB97M-V functional and the def2-TZVPD basis, OMol25).

Output
* E: -2673.3954 hartree
* ΔE to the lowest compared entry with this formula, charge and spin: 36.8 kJ/mol
* ⟨S²⟩: 2.05
* 2S+1: 3
* frontier orbital gap (spin up / spin down): 7.25 / 4.56 eV
* net charge: +1

Geometry (Å):
1 C -3.0866 0.4180 -2.4028
2 H 2.7310 2.8382 -3.9327
3 F 1.8090 1.4086 -2.0456
4 C -0.4907 3.6604 -4.5448
5 C 1.0233 2.1551 -2.8707
6 H -1.1586 4.5374 -1.7674
7 H -1.2195 -6.7962 -3.1432
8 C -4.5861 0.5884 2.8669
9 H 3.0829 -3.5193 -2.0112
10 H 0.8097 -5.4577 1.1655
11 N -0.0967 -3.3864 -0.4001
12 H -0.4760 -0.0189 -3.9031
13 C -4.4261 0.1843 -2.1218
14 C -1.0923 2.9207 -3.5397
15 H -1.3827 5.3869 -0.2507
16 H 5.4436 -0.9633 -1.0115
17 W -0.2659 -0.3545 -0.4661
18 C -3.0555 0.4159 -4.9098
19 C 0.3033 -7.0962 -0.1331
20 C -4.2527 -1.5352 1.8788
21 F -2.9028 2.1287 3.0707
22 C -2.3997 1.4086 -1.6463
23 H 4.0226 -2.7772 0.1708
24 C 0.3769 -5.7619 0.2232
25 H 3.6164 -0.1286 -2.6022
26 H -6.1278 -0.9067 2.7213
27 C -5.1053 -0.6407 2.4930
28 C 2.0525 -2.0542 -3.6576
29 H -1.2921 2.5701 1.6695
30 H 3.7262 -1.5089 -4.8856
31 C 0.8850 3.6546 -4.7122
32 H -2.3060 1.1528 -5.1972
33 C -5.1364 0.9805 -1.2418
34 C -0.7664 -6.5074 -2.2040
35 H 0.5755 2.5545 0.2560
36 C -3.2356 4.1910 0.9305
37 N 0.4627 -3.0633 0.6434
38 H -0.8761 -1.5600 -3.1068
39 C -3.1542 2.3589 -0.9202
40 H -6.1823 0.7865 -1.0410
41 H -2.1682 2.9493 -3.4394
42 H 5.1483 -0.5243 -3.3386
43 C -2.8030 3.8114 -0.5011
44 F -2.1682 -2.1835 1.1842
45 H -2.3919 4.1385 1.6199
46 H -5.1136 2.8051 -0.1687
47 C -1.4127 4.4026 -0.7216
48 H 4.0663 -2.8747 -3.8570
49 H -0.5281 1.6009 2.9178
50 H -3.5778 5.2261 0.9446
51 C 4.7811 -1.6423 -1.5533
52 H 3.3338 1.9978 1.3301
53 C 3.6662 -2.1066 -0.6080
54 H -1.1529 -1.3495 -4.8297
55 H -1.1124 4.2524 -5.2037
56 C 1.8721 -1.9950 -2.1707
57 H 1.3539 4.2367 -5.4925
58 H 2.2416 0.9112 2.9845
59 C -4.5162 2.0893 -0.7177
60 C 0.7053 2.0715 1.2207
61 H 5.3894 -2.5086 -1.8318
62 C -0.6306 1.7240 1.8385
63 N 2.6689 -2.7879 -1.4472
64 H -3.4615 4.3746 -1.1715
65 H 1.1960 2.7910 1.8911
66 C -0.3532 2.1264 -2.6490
67 H -4.9378 -0.6154 -2.6441
68 H -3.1739 -0.2791 -5.7428
69 C -2.6197 -0.3589 -3.6498
70 C -2.9470 -1.2070 1.5908
71 H -3.2326 -1.2634 -3.6316
72 C -2.4138 0.1074 1.8251
73 C -0.6967 -5.1659 -1.8531
74 C 4.2791 -0.9645 -2.8504
75 C -0.2660 -7.4733 -1.3461
76 H 3.5209 0.6396 0.2098
77 C 3.5793 -1.8963 -3.8776
78 H 3.1525 -1.2751 -0.1320
79 O -1.6068 -1.2162 -0.9590
80 H 0.6877 -7.8500 0.5412
81 C 1.6527 2.8844 -3.8516
82 F -5.3572 1.4580 3.5130
83 H 1.5041 -1.2163 -4.0814
84 H -0.3223 -8.5195 -1.6156
85 H 2.7121 2.1153 -0.3227
86 C -1.1881 -0.8431 -3.8613
87 C -0.1241 -4.7934 -0.6456
88 H -4.0057 0.9297 -4.7627
89 N -0.9349 1.3623 -1.6318
90 C -3.2880 0.9456 2.6015
91 O 1.2126 -1.0687 -1.6525
92 C 2.8553 1.4443 0.5146
93 F -4.6697 -2.7646 1.5982
94 N 1.5615 0.9079 0.9826
95 H -1.0984 -4.3972 -2.5024
96 N -1.2316 0.4923 1.3039
97 H 0.9270 -0.2523 2.6493
98 H -4.0347 3.5755 1.3359
99 C 1.8281 0.2051 2.2546
100 H -0.6395 3.8010 -0.2618
101 H 1.6586 -2.9716 -4.0994
102 H 2.5452 -0.5937 2.0831
103 O 0.4851 -1.7171 0.8505

# C40H48F5N7OSTc

A molecular structure, C40H48F5N7OSTc (the ωB97M-V functional and the def2-TZVPD basis, OMol25).

Output
* E: -2989.8778 hartree
* ΔE to the lowest compared entry with this formula, charge and spin: 3.3 kJ/mol
* ⟨S²⟩: 3.80
* 2S+1: 4
* frontier orbital gap (spin up / spin down): 6.89 / 6.99 eV

Geometry (Å):
1 C 2.2632 -0.9650 2.3659
2 Tc -0.1964 0.2271 -0.4607
3 H -1.3455 -3.2066 -5.5331
4 N -0.3312 -1.4088 -1.8516
5 C 3.9095 -2.7219 2.1961
6 C 3.5199 -1.4750 2.6592
7 H 0.8587 1.1457 4.7166
8 C 2.6491 0.4021 -1.7623
9 C 1.7634 -2.9992 1.1158
10 C -0.4034 4.8251 -3.0413
11 C -3.1229 3.0169 -1.8993
12 C 3.2546 1.1059 -4.0214
13 H 0.9723 -1.2285 -5.8034
14 C 1.6338 3.8748 0.6295
15 H -0.3728 -4.6036 1.9516
16 N 0.1410 -1.1703 1.1866
17 H 2.3559 1.8309 0.4016
18 N -4.3967 1.9555 2.4895
19 C 0.5886 5.6457 -2.5348
20 N 0.6519 -2.1593 -3.9738
21 H -2.3532 3.6210 -3.7794
22 C 4.9751 0.5195 -2.4878
23 H 0.0538 -3.2798 -0.1579
24 C 2.3110 0.8471 -3.0443
25 H 0.0517 4.4505 1.9955
26 H -5.3500 -0.9408 0.3028
27 S -1.9760 1.5420 3.4677
28 H -0.9516 -2.3108 2.5256
29 C 3.0315 -3.4763 1.4398
30 C -3.4073 -0.0722 -0.2911
31 F 6.2702 0.3594 -2.2087
32 N -0.3487 1.9822 -0.7165
33 H 1.1357 0.8495 2.2561
34 H -1.7927 3.5497 1.5794
35 O 1.7903 0.1061 -0.8225
36 C 4.5979 0.9464 -3.7504
37 C 1.3962 -1.7352 1.5853
38 H -4.6110 1.0781 2.9291
39 C 1.0608 -4.4293 -4.7845
40 C 1.1912 5.2853 -1.3452
41 C -2.1968 -1.1322 1.1840
42 H 0.1161 2.7037 1.6876
43 N -2.7726 3.3679 1.7166
44 H 1.8182 -0.3185 5.0042
45 H 3.3888 3.0536 -0.3483
46 C 0.5702 -3.9832 -6.1621
47 F 1.0147 1.0208 -3.3643
48 H 2.6961 1.0047 3.0376
49 C -0.7666 3.6359 -2.4238
50 C -2.0252 2.9693 -2.9650
51 H 0.9904 -5.6419 1.5569
52 H -3.4010 3.6872 0.9992
53 H 1.9350 5.9406 -0.9056
54 H 0.1340 -4.8271 -6.6972
55 H 1.3057 3.4644 2.7296
56 N -2.1448 -0.2222 0.1475
57 F 4.4283 -0.1560 -0.3183
58 C 4.0244 0.2545 -1.5226
59 H 0.8586 6.5656 -3.0369
60 H 0.2423 -0.4211 4.2103
61 H -0.4361 -5.6224 0.5116
62 C -0.4480 -2.8486 -6.0461
63 H 2.5309 -2.8642 -4.5105
64 C 1.1491 0.1807 4.2999
65 H -3.8418 -2.2365 2.1549
66 F 2.8579 1.5002 -5.2377
67 H 1.8251 -5.2027 -4.8763
68 H 4.2011 -0.8782 3.2554
69 C -0.0654 3.2191 -1.2533
70 C -3.5093 -1.5403 1.4002
71 C 0.1325 -1.7626 -2.8535
72 C 0.1332 -1.6796 -5.2656
73 H 3.3754 2.8567 1.4090
74 C 0.2190 -5.0020 1.1256
75 H 1.9042 -3.5078 -2.9907
76 H -0.9360 5.1214 -3.9386
77 H 3.3320 -4.4536 1.0762
78 H -0.5962 -0.8967 -5.0697
79 H -1.6222 0.8199 -2.8661
80 H -3.6374 0.5752 -1.1209
81 H -2.8174 2.4539 -1.0173
82 H 0.2307 -4.8561 -4.2139
83 H -3.3086 4.0527 -1.6037
84 C -0.9677 -1.5902 1.7100
85 C -3.0927 2.3140 2.4969
86 C -4.2837 -0.8678 0.4497
87 H 4.8969 -3.1031 2.4238
88 H 1.4255 -3.6409 -6.7551
89 H 1.4213 -4.3141 -0.5172
90 H -4.0598 2.5983 -2.2778
91 C -1.8900 1.5827 -3.5932
92 H -1.1292 1.5908 -4.3750
93 C 0.8413 -3.8742 0.3006
94 H 2.1239 4.8305 0.8351
95 C 1.6363 -3.2509 -4.0139
96 C 1.8255 0.3533 2.9399
97 C 2.7511 2.8376 0.5123
98 H -0.7552 -2.5007 -7.0336
99 H -5.0071 2.2635 1.7515
100 C 0.7188 3.6017 1.8184
101 F 5.5180 1.1909 -4.6896
102 C 0.8886 4.1027 -0.6771
103 H -2.8432 1.2935 -4.0450

> Which of these has the highest ΔE to the lowest compared entry with this formula, charge and spin?

C40H47IrN8P2S3Si

> Which value of E does entry 4 give?

-2989.8778 hartree

> The lowest ΔE to the lowest compared entry with this formula, charge and spin belongs to which entry?

C40H48F5N7OSTc